Entry 1:
ORCA calculation (ωB97M-V/def2-TZVPD) on C21H23N5O4 in the gas phase.

Results
- HOMO (eV) = -8.7

Positions of all 53 atoms, in Å:
C -0.92379 4.71057 3.15814
O 0.25358 4.09213 2.69927
C 1.01609 3.39709 3.58861
C 0.69597 3.20299 4.92683
C 1.54394 2.47630 5.74736
C 2.72014 1.94508 5.25366
C 3.05003 2.14367 3.92314
C 2.20448 2.84715 3.08253
C 2.62056 3.12031 1.66895
O 3.61791 3.77508 1.42098
N 1.82585 2.61465 0.70090
C 0.76606 1.65542 0.87836
C 1.12952 0.34864 0.17169
N 1.38352 0.60608 -1.23554
C 1.59137 -0.60149 -1.99983
C 0.36587 -1.44055 -2.13737
N -0.70911 -1.37811 -1.41058
C -1.55393 -2.33787 -1.89698
C -2.82789 -2.69575 -1.49023
C -3.44028 -3.72627 -2.18724
N -4.76286 -4.13415 -1.80226
O -5.28622 -3.55520 -0.87279
O -5.28356 -5.03658 -2.42667
C -2.82107 -4.38983 -3.25591
C -1.55499 -4.04082 -3.66565
C -0.92407 -3.01062 -2.97878
N 0.30117 -2.41879 -3.10603
C 1.31981 -2.74620 -4.06315
C 2.49290 1.53379 -1.37763
C 2.13692 2.84959 -0.68912
H -1.64763 3.97577 3.52597
H -1.34085 5.22310 2.29285
H -0.71468 5.44242 3.94450
H -0.21014 3.61531 5.34185
H 1.27766 2.33394 6.78424
H 3.38034 1.38683 5.89920
H 3.97303 1.75243 3.52216
H 0.60430 1.46388 1.93828
H -0.15272 2.05504 0.43739
H 0.29339 -0.34620 0.24077
H 2.01721 -0.09405 0.66165
H 1.91623 -0.30918 -3.00452
H 2.39513 -1.23694 -1.56701
H -3.32810 -2.20239 -0.67325
H -3.36431 -5.18097 -3.74857
H -1.08287 -4.55263 -4.48986
H 2.27188 -2.92416 -3.56019
H 1.44874 -1.93606 -4.78523
H 1.03100 -3.64846 -4.59767
H 2.66965 1.72020 -2.43971
H 3.42091 1.13034 -0.93318
H 2.97492 3.54714 -0.73316
H 1.26056 3.28682 -1.17825

***

Entry 2:
ORCA calculation (ωB97M-V/def2-TZVPD) on C4H10N2 in the gas phase.

Results
- HOMO (eV) = -8.1

Positions of all 16 atoms, in Å:
N -1.06256 -2.46749 -1.18399
C -1.16947 -1.14985 -0.75169
C -0.45393 -0.46081 0.14273
C -0.36932 1.05838 0.00943
C 0.72422 1.61083 0.94027
N 2.02558 1.14390 0.45726
H -1.98577 -2.85276 -1.29779
H -0.31446 -3.04486 -0.84533
H -1.91333 -0.59320 -1.31995
H 0.24957 -0.99279 0.77611
H -1.34278 1.47702 0.24979
H -0.13958 1.34168 -1.01648
H 0.53296 1.15012 1.90116
H 0.70116 2.69401 1.00099
H 2.59286 0.69938 1.14707
H 1.92485 0.38644 -0.20960

***

Entry 3:
ORCA calculation (ωB97M-V/def2-TZVPD) on a molecular structure, C6H11ISi.

Results
- HOMO (eV) = -9.1

Positions of all 19 atoms, in Å:
C -0.39397 1.13209 1.78542
C -1.80393 0.67308 -2.35156
C -0.66486 0.14092 1.01070
C -1.58806 0.12664 -1.14811
C 0.60756 -1.09408 -0.64020
C -0.32003 0.12270 -0.35736
Si 2.21420 -0.94668 1.19256
I 3.75967 0.71730 0.22514
H -0.45841 1.05577 2.90170
H -0.02534 2.11118 1.47248
H -2.77207 0.54743 -2.85774
H -1.04784 0.95226 -3.06364
H -1.10349 -0.68745 1.45983
H -2.43060 -0.18641 -0.54452
H 1.05052 -1.01368 -1.65479
H -0.02047 -2.03058 -0.69163
H 0.29866 1.06282 -0.46189
H 3.04057 -2.13389 1.27246
H 1.65790 -0.54940 2.45115

***

Entry 4:
ORCA calculation (ωB97M-V/def2-TZVPD) on a molecular structure, C6H8N.

Results
- total charge = +1
- HOMO (eV) = -12.8

Positions of all 15 atoms, in Å:
C -1.33947 0.29132 -1.40582
C -1.89168 -0.09557 -0.20604
C 1.25227 0.00506 -0.65980
C 0.05670 -0.39243 1.38159
C -0.14296 0.80270 -0.66021
C 1.36263 -0.51077 0.69198
N -0.91693 0.30600 0.56623
H -1.60432 0.36607 -2.43524
H -2.73048 -0.59821 0.24012
H 1.15471 -0.93196 -1.03716
H 2.13220 0.51874 -1.07334
H -0.24733 -1.31758 1.98447
H 0.38714 0.31263 2.14502
H 0.20231 1.82356 -0.74342
H 2.32520 -0.57954 1.21160

***

Entry 5:
ORCA calculation (ωB97M-V/def2-TZVPD) on a molecular structure, C36H43CrIN2P.

Results
- total charge = +2
- ⟨S²⟩ = 0.79
- HOMO (alpha / beta) (eV) = -13.1 / -13.1
- spin multiplicity = 2

Positions of all 84 atoms, in Å:
Cr -0.74972 1.58053 0.44201
C -2.32285 1.77402 2.01446
C -2.93371 1.97562 0.75331
C -2.30957 3.10725 0.13329
C -1.37966 3.65096 1.05975
C -1.37334 2.81037 2.21466
C -0.71455 3.10932 3.52221
C -0.76646 5.01251 0.96397
C -2.72439 3.74301 -1.15738
C -4.18239 1.29914 0.28649
C -2.75936 0.79334 3.05581
H -1.41952 3.67447 4.13721
H 0.17960 3.72001 3.41649
H -0.46025 2.20673 4.07775
H -1.55746 5.74893 1.12461
H -0.33308 5.21718 -0.01465
H -0.00514 5.18150 1.72127
H -3.58826 4.38934 -0.98790
H -3.01462 3.00480 -1.90566
H -1.93091 4.36172 -1.57459
H -5.02762 1.80133 0.76537
H -4.21904 0.24788 0.56672
H -4.32111 1.37614 -0.78795
H -3.43990 1.29398 3.74843
H -1.92600 0.40984 3.64539
H -3.28976 -0.05319 2.62424
I -1.99073 -0.14440 -1.82356
C -2.44441 -2.21549 -1.80659
C -3.76828 -2.41649 -2.07849
C -4.24179 -3.71052 -2.37635
C -3.34856 -4.73445 -2.45033
C -1.97523 -4.53390 -2.15752
C -1.08327 -5.62532 -2.28212
C 0.24482 -5.47948 -2.01234
C 0.70572 -4.24335 -1.52914
C -0.12242 -3.15832 -1.36491
P 0.60249 -1.72001 -0.47464
C 1.87625 -1.14575 -1.65783
C 1.62186 -1.21426 -3.03091
C 2.50104 -0.64862 -3.94472
C 3.64976 -0.00243 -3.50698
C 3.90858 0.08893 -2.14727
C 3.02348 -0.46680 -1.23044
C 1.49175 -2.52709 0.90096
C 2.83808 -2.88292 0.92805
C 3.38579 -3.46752 2.06324
C 2.59735 -3.70605 3.17783
C 1.25053 -3.36527 3.15836
C 0.70647 -2.76881 2.03286
C -1.48494 -3.25717 -1.75381
H -4.45796 -1.58442 -2.10504
H -5.29089 -3.86018 -2.58819
H -3.66926 -5.72560 -2.74388
H -1.48271 -6.57852 -2.60449
H 0.93100 -6.30664 -2.12790
H 1.74783 -4.16033 -1.24416
H 0.74044 -1.73106 -3.39176
H 2.29082 -0.72091 -5.00380
H 4.34601 0.41495 -4.22198
H 4.80787 0.58157 -1.79868
H 3.25708 -0.40390 -0.17322
H 3.46366 -2.74028 0.05756
H 4.43119 -3.74653 2.06980
H 3.02848 -4.16294 4.05836
H 0.62780 -3.56524 4.02001
H -0.34749 -2.50817 2.01873
N 0.94065 0.79971 1.49012
C 2.05766 1.61167 2.07234
C 2.86750 2.33746 1.01187
C 2.08674 3.41129 0.24865
C 1.59437 3.02409 -1.13385
N 0.62545 1.87764 -1.14953
H 0.52655 0.26371 2.25509
H 1.37030 0.09102 0.90061
H 2.71151 0.94098 2.63333
H 1.63341 2.32217 2.77646
H 3.31059 1.61833 0.31996
H 3.70454 2.80259 1.53443
H 2.71603 4.29201 0.11025
H 1.24378 3.73204 0.85817
H 2.44364 2.76079 -1.76738
H 1.09771 3.87837 -1.59399
H 1.16246 1.00948 -1.24239
H 0.10797 1.93357 -2.02410

***

Entry 6:
ORCA calculation (ωB97M-V/def2-TZVPD) on a molecular structure, C3H10NO2.

Results
- total charge = -1
- HOMO (eV) = -3.3

Positions of all 16 atoms, in Å:
C -0.33399 1.02387 0.70676
O -1.92075 1.84624 0.88781
C -0.61943 -0.38374 0.11637
C -0.42395 -0.23514 -1.44621
N 0.20787 -1.51269 0.53342
H -0.11077 1.00766 1.77036
H 0.67346 1.34407 0.12701
H -1.73813 -0.50592 0.31052
H 0.62200 0.07497 -1.71392
H -0.68440 -1.19404 -1.89324
H -0.96361 0.52043 -2.02224
H 0.19433 -1.33891 1.55571
H 1.23480 -1.47445 0.18848
H -0.94496 1.89095 0.18912
H 3.07294 -0.06218 -0.74633
O 2.60243 -0.85920 -0.60793

***

Maximum force / eV/A: 1.27 1.29 4.19 7.28 0.66 4.28